[1]
The following is a DFT calculation (ωB97M-V with the def2-TZVPD basis set) of a molecular structure, C36H33N7OPbS.

HOMO energy ... -7.109 eV
Charge ... 0
LUMO ... 0.04 eV
HOMO-LUMO gap ... 7.148 eV

Structure (XYZ):
```
79
Properties=species:S:1:pos:R:3:forces:R:3
Pb -0.04260 -0.23525 0.97704 0.0 0.0 0.0
N -1.99387 0.37327 5.38611 0.1 0.0 0.0
C -1.30007 0.64121 4.24488 0.0 -0.1 0.1
S -0.43723 -0.72973 3.60121 0.0 0.0 -0.1
N -1.39767 1.87645 3.82668 0.1 0.0 -0.2
N -0.67869 2.13652 2.69566 -0.1 -0.1 0.1
C -0.63756 3.36950 2.37850 0.1 0.1 -0.1
C 0.06382 3.83598 1.16972 0.0 0.0 0.1
C -0.24324 5.09799 0.65845 0.0 0.0 0.0
C 0.35260 5.51218 -0.52043 0.0 0.0 0.0
C 1.24213 4.65864 -1.15316 0.0 0.0 0.0
C 1.50881 3.43508 -0.55433 0.0 0.0 0.0
N 0.95108 3.02627 0.58025 0.0 0.0 -0.1
H -1.82345 -0.50255 5.84572 0.0 0.0 0.0
H -2.28768 1.16464 5.93437 0.0 0.0 0.0
H -1.15488 4.11054 2.99007 0.0 0.0 0.0
H -0.94841 5.73178 1.18186 0.0 0.0 0.0
H 0.12257 6.48298 -0.94122 0.0 0.0 0.0
H 1.72571 4.93080 -2.08143 0.0 0.0 0.0
H 2.20782 2.74353 -1.01461 0.0 0.0 0.0
N -2.59333 0.06304 0.68439 0.1 0.0 0.0
C -3.28781 -0.77537 1.60293 0.0 0.0 0.0
C -4.10634 -0.19842 2.56271 0.0 0.0 0.0
C -4.75588 -0.98767 3.49718 0.0 0.0 0.0
C -4.59424 -2.36332 3.46603 0.0 0.0 0.0
C -3.76990 -2.93164 2.50656 0.0 0.0 0.0
C -3.09455 -2.15915 1.56579 0.0 0.0 0.0
C -2.17807 -2.81819 0.58965 0.0 0.0 0.0
C -2.63333 -3.97176 -0.05383 0.0 0.0 0.0
C -1.80543 -4.69103 -0.90206 0.0 0.0 0.0
C -0.50424 -4.26038 -1.10777 0.0 0.0 0.0
C -0.06046 -3.10124 -0.48070 0.0 0.0 0.0
C -0.87218 -2.34565 0.36775 0.0 0.0 0.0
H -2.90869 1.02397 0.72492 0.0 0.0 0.0
H -2.66125 -0.26114 -0.27547 0.0 0.0 0.0
H -4.21544 0.88044 2.58833 0.0 0.0 0.0
H -5.37964 -0.52320 4.24983 0.0 0.0 0.0
H -5.09210 -2.99125 4.19344 0.0 0.0 0.0
H -3.61088 -4.00314 2.50040 0.0 0.0 0.0
H -3.65202 -4.30506 0.11139 0.0 0.0 0.0
H -2.17582 -5.58114 -1.39539 0.0 0.0 0.0
H 0.15956 -4.81986 -1.75745 0.0 0.0 0.0
H 0.96655 -2.78811 -0.65198 0.0 0.0 0.0
N -1.94924 2.41042 -1.20728 0.0 0.0 0.0
C -1.84742 2.34027 -2.58764 0.0 0.0 0.0
C -2.56908 3.14372 -3.43654 0.0 0.0 0.0
C -2.45653 3.00683 -4.83505 0.0 0.0 0.0
C -1.62668 2.07777 -5.39319 0.0 0.0 0.0
C -0.86381 1.23608 -4.54790 0.0 0.0 -0.1
C 0.02845 0.25298 -5.03679 0.0 0.0 0.0
C 0.73697 -0.51362 -4.16044 0.0 0.0 0.0
C 0.55656 -0.30286 -2.77601 0.0 0.0 0.0
N -0.25995 0.58962 -2.28284 0.0 0.0 0.0
C -0.97093 1.35982 -3.14855 0.0 0.0 0.1
H -1.13741 2.03935 -0.72892 0.0 0.0 0.0
H -2.23128 3.30993 -0.85144 0.0 0.1 0.0
H -3.23744 3.88973 -3.02209 0.0 0.0 0.0
H -3.04404 3.65737 -5.47079 0.0 0.0 0.0
H -1.53957 1.97345 -6.46733 0.0 0.0 0.0
H 0.13610 0.12429 -6.10755 0.0 0.0 0.0
H 1.42530 -1.27479 -4.50146 0.0 0.0 0.0
H 1.10827 -0.90644 -2.06105 0.0 0.0 0.0
C 3.90633 0.25434 1.64712 0.0 0.0 0.0
C 3.61989 -1.07197 0.99643 -0.1 0.1 0.0
O 2.47383 -1.45819 0.86224 0.1 -0.2 0.0
C 4.75108 -1.92219 0.51736 0.0 0.0 0.0
C 4.46246 -3.18571 0.00421 0.0 0.0 0.0
C 5.48410 -4.00089 -0.44998 0.0 0.0 0.0
C 6.80096 -3.55931 -0.39675 0.0 0.0 0.0
C 7.09555 -2.30456 0.11584 0.0 0.0 0.0
C 6.07244 -1.48809 0.57501 0.0 0.0 0.0
H 2.96948 0.76629 1.85648 0.0 0.0 0.0
H 4.52816 0.87845 1.00323 0.0 0.0 0.0
H 4.45404 0.09685 2.57888 0.0 0.0 0.0
H 3.43133 -3.51329 -0.02321 0.0 0.0 0.0
H 5.25704 -4.98351 -0.84253 0.0 0.0 0.0
H 7.59966 -4.19756 -0.75293 0.0 0.0 0.0
H 8.12109 -1.96203 0.15991 0.0 0.0 0.0
H 6.31060 -0.51316 0.97957 0.0 0.0 0.0
```
Forces are in eV/Å.

=====

[2]
The following is a DFT calculation (ωB97M-V with the def2-TZVPD basis set) of 3 unconnected molecules or ions with the total composition CHN3O2S at a distorted geometry.

HOMO energy ... -11.664 eV
Charge ... 0
LUMO ... -0.80 eV
HOMO-LUMO gap ... 10.860 eV

Structure (XYZ):
```
8
Properties=species:S:1:pos:R:3:forces:R:3
C 2.84059 1.05996 1.93125 3.2 -0.1 0.9
N 1.73215 1.02143 1.78933 -3.7 0.0 -0.8
N -1.22862 -2.14070 -1.44800 0.2 -1.1 -0.5
N -0.91574 -2.64296 -2.36663 -0.1 0.2 0.5
O -3.14674 0.91214 -0.13142 -0.3 0.1 0.1
O -1.30533 0.37029 -1.67932 -0.5 0.6 1.2
S -1.83032 0.40181 -0.32920 0.7 0.2 -1.2
H 3.85401 1.01802 2.23401 0.4 0.1 -0.2
```
Forces are in eV/Å.

=====

[3]
The following is a DFT calculation (ωB97M-V with the def2-TZVPD basis set) of 2 unconnected molecules or ions with the total composition CH3Cl2OP at a distorted geometry.

HOMO energy ... -9.164 eV
Charge ... 0
LUMO ... 0.58 eV
SMILES ... O=CCl.PCl
HOMO-LUMO gap ... 9.746 eV

Structure (XYZ):
```
8
Properties=species:S:1:pos:R:3:forces:R:3
O 0.69117 1.78237 0.35674 1.6 -0.4 -1.2
C 1.57052 1.55369 -0.43486 -2.6 0.3 -1.0
Cl 3.23151 1.53880 -0.08711 1.1 0.0 0.5
H 1.41654 1.37015 -1.56961 0.0 0.2 1.7
P -2.38473 0.99335 0.81802 2.0 1.2 2.7
Cl -3.11489 0.46263 -0.89288 -1.4 -0.7 -2.5
H -3.48660 1.07827 1.67088 -0.7 -0.1 -0.1
H -2.36505 2.42255 0.68158 0.0 -0.4 -0.1
```
Forces are in eV/Å.

=====

[4]
The following is a DFT calculation (ωB97M-V with the def2-TZVPD basis set) of 2 unconnected molecules or ions with the total composition C23H21F3NO7S4 at a distorted geometry.

HOMO energy ... -3.557 eV
Charge ... -1
LUMO ... 1.85 eV
HOMO-LUMO gap ... 5.405 eV

Structure (XYZ):
```
59
Properties=species:S:1:pos:R:3:forces:R:3
F -0.31049 3.20924 1.41336 0.1 -1.0 1.1
C -0.36066 2.19980 2.33366 -0.4 0.1 -0.7
F 0.69084 2.31175 3.17359 -0.8 0.2 -0.4
F -1.50152 2.33380 3.04871 0.9 -0.1 -0.4
S -0.28806 0.60197 1.38085 0.6 0.0 1.6
N -0.99364 -0.43184 2.57659 0.7 -0.2 0.6
S -0.05876 -1.17245 3.93718 -0.1 0.3 -1.1
C -0.67019 -0.39755 5.44948 0.2 0.1 0.2
C 0.28230 0.23340 6.25354 0.0 0.1 -0.2
C -0.10264 0.78398 7.47656 -0.2 -0.1 0.0
C -1.43973 0.71278 7.89006 0.3 -0.1 -0.3
C -2.38078 0.05333 7.09105 0.3 0.1 0.0
C -1.99090 -0.52292 5.88168 -0.1 0.0 -0.1
O -0.43952 -2.55504 3.92371 0.2 0.6 0.2
O 1.30500 -0.75569 3.74083 -1.0 -0.2 0.2
S -2.38360 -1.32305 2.07904 -0.8 0.5 -0.2
C -3.25376 -0.03210 1.23438 -0.4 -0.3 -0.3
C -4.36527 0.52907 1.85508 0.2 0.2 0.2
C -4.98486 1.62768 1.26265 -0.1 0.0 0.0
C -4.45890 2.18402 0.09590 0.2 -0.2 0.2
C -3.36320 1.58097 -0.52777 -0.3 0.1 0.0
C -2.81900 0.40975 -0.01596 -0.2 0.0 0.0
O -2.00254 -2.35823 1.16355 0.0 0.4 0.4
O -3.13533 -1.60960 3.27700 0.5 -0.3 -0.4
H 1.31406 0.29328 5.91008 -0.3 0.0 0.1
H 0.65432 1.26415 8.10073 -0.3 -0.1 -0.2
H -1.73968 1.16150 8.83668 0.1 -0.1 -0.2
H -3.42164 -0.02042 7.41341 0.3 0.0 -0.1
H -2.71331 -1.04631 5.26555 0.1 0.1 0.1
H -4.71562 0.11416 2.79842 0.1 0.2 -0.2
H -5.87353 2.04812 1.73271 0.2 0.0 -0.1
H -4.89584 3.08360 -0.34191 0.1 -0.3 0.2
H -2.94864 2.01737 -1.42601 -0.2 -0.2 0.1
H -2.05968 -0.14426 -0.56952 -0.1 0.4 0.1
C -5.31106 1.89891 -3.79538 -0.2 0.1 0.1
C -4.01136 1.30969 -4.27877 0.3 0.2 0.4
O -2.95556 1.81832 -3.43027 -1.3 -0.5 -0.8
C -1.73999 1.31207 -3.76813 2.3 0.5 1.3
C -0.69185 1.71814 -2.82914 -2.2 -1.0 -0.8
S 0.69689 2.25524 -3.62452 0.5 -0.5 -1.7
C 1.68981 0.74817 -3.74023 0.8 -0.3 0.8
C 1.19308 -0.37757 -4.39208 0.3 -0.3 -0.2
C 1.96247 -1.54663 -4.46448 0.0 0.6 0.3
C 3.21194 -1.58111 -3.83424 0.0 -0.2 -0.2
C 3.70243 -0.45978 -3.16584 -0.2 0.2 0.0
C 2.94215 0.71342 -3.11353 -0.2 -0.4 -0.4
O 1.46510 3.15632 -2.74230 0.6 0.7 0.9
O -1.59894 0.61995 -4.77934 -0.4 0.5 0.1
H -6.10616 1.54748 -4.45555 -0.1 0.1 0.1
H -5.54753 1.58347 -2.77392 0.1 0.0 -0.1
H -5.28761 2.99238 -3.81784 0.0 -0.1 0.0
H -4.03790 0.21299 -4.20598 0.1 0.3 -0.2
H -3.78888 1.61639 -5.30771 -0.1 -0.3 0.2
H -0.94000 2.24427 -1.91749 0.1 0.2 -0.1
H 0.19763 -0.32195 -4.82175 0.2 -0.1 0.0
H 1.57358 -2.41437 -4.99923 0.1 0.2 0.2
H 3.79863 -2.50255 -3.86801 -0.1 0.3 0.0
H 4.67746 -0.47562 -2.67219 -0.3 -0.1 -0.2
H 3.30501 1.58334 -2.57720 -0.1 0.0 -0.1
```
Forces are in eV/Å.

=====

[5]
The following is a DFT calculation (ωB97M-V with the def2-TZVPD basis set) of a molecular structure, C38H57Ge2NPPd.

HOMO energy (alpha / beta) ... -10.146 / -10.537 eV
Multiplicity ... 3
Charge ... +1
LUMO (alpha / beta) ... -2.61 / -4.67 eV
<S²> ... 2.048
HOMO-LUMO gap (alpha / beta) ... 7.535 / 5.871 eV

Structure (XYZ):
```
100
Properties=species:S:1:pos:R:3:forces:R:3
Pd 0.14176 0.36707 0.39688 -0.1 0.1 -0.6
C -0.92958 1.50265 -3.29623 0.0 0.0 0.0
C -1.67810 2.33117 -2.25093 0.0 -0.1 -0.1
C -2.00903 3.71566 -2.80280 0.0 0.0 -0.1
P -0.71785 2.36869 -0.68197 0.5 -0.2 0.2
C -1.45189 3.66690 0.36478 -0.2 0.1 -0.1
C -2.89555 3.25466 0.67645 0.0 0.0 0.1
C -0.59683 3.88951 1.60776 0.0 0.0 0.1
C 0.90125 3.04164 -1.22003 0.0 0.1 0.0
C 1.14460 4.38125 -1.42619 0.0 0.0 0.0
C 2.39244 4.85180 -1.85892 0.0 0.0 0.0
C 2.62725 6.31018 -2.09910 0.0 0.0 0.0
C 3.42377 3.92100 -2.08089 0.0 0.0 0.0
C 3.23258 2.58321 -1.87085 0.0 0.0 0.0
C 1.96763 2.10339 -1.42036 -0.2 0.1 -0.1
N 1.71705 0.82558 -1.15745 0.4 -0.3 0.5
C 2.80210 -0.11776 -1.15870 -0.5 0.3 -0.1
C 3.50100 -0.29018 0.03479 0.2 -0.2 0.1
C 3.24475 0.59099 1.22451 -0.1 0.0 0.0
C 4.45963 -1.29432 0.08919 0.0 0.0 0.0
C 4.73581 -2.10488 -1.00702 0.0 0.0 0.0
C 5.78775 -3.17618 -0.92689 0.0 -0.1 0.0
C 4.03174 -1.88028 -2.18335 0.0 0.0 0.0
C 3.06218 -0.88756 -2.28576 0.1 -0.2 -0.1
C 2.35320 -0.64575 -3.58953 -0.1 0.0 0.0
H -1.57051 1.33950 -4.16360 0.0 0.0 0.0
H -0.61992 0.52979 -2.91468 0.0 0.0 0.0
H -0.03360 2.02438 -3.63871 0.0 0.0 0.0
H -2.60344 1.81051 -1.99190 0.0 0.0 0.0
H -1.10240 4.27645 -3.03832 0.0 0.0 0.0
H -2.61873 4.31007 -2.12464 0.0 0.0 0.0
H -2.56806 3.60613 -3.73360 0.0 0.0 0.0
H -1.47630 4.59299 -0.21739 0.0 0.0 0.0
H -2.95169 2.23751 1.06917 0.0 0.0 0.0
H -3.53151 3.29926 -0.20755 0.0 0.0 0.0
H -3.31836 3.92458 1.42596 0.0 0.0 0.0
H -0.34728 2.94576 2.09697 0.0 0.0 0.0
H -1.14034 4.49817 2.33191 0.0 0.0 0.0
H 0.33534 4.40220 1.36912 0.0 0.0 0.0
H 0.35866 5.10774 -1.25474 0.0 0.0 0.0
H 1.77694 6.91306 -1.78702 0.0 0.0 0.0
H 2.80572 6.49437 -3.16066 0.0 0.0 0.0
H 3.51039 6.65860 -1.56203 0.0 0.0 0.0
H 4.38884 4.27803 -2.41845 0.0 0.0 0.0
H 4.03197 1.87117 -2.02769 0.0 0.0 0.0
H 3.65392 1.59507 1.08586 0.0 0.0 0.0
H 3.66974 0.16612 2.13172 0.1 0.0 0.0
H 2.16902 0.72218 1.40495 0.1 0.0 0.1
H 4.99970 -1.44704 1.01692 0.0 0.0 0.0
H 5.89732 -3.54450 0.09248 0.0 0.0 0.0
H 6.75979 -2.79598 -1.24579 0.0 0.0 0.0
H 5.54013 -4.02250 -1.56671 0.0 0.0 0.0
H 4.23470 -2.49721 -3.05175 0.0 0.0 0.0
H 2.31621 -1.55647 -4.18566 0.0 0.0 0.0
H 2.86860 0.11312 -4.18374 0.0 0.0 0.0
H 1.33339 -0.29510 -3.43944 0.0 0.0 0.0
C 0.67447 -1.19225 4.96061 0.0 0.0 0.1
C 0.94014 -0.62055 3.56656 0.2 0.0 0.0
Ge -0.74511 -0.25810 2.61706 -0.2 -0.1 -0.2
C -1.67027 1.15169 3.61627 -0.1 0.2 0.1
C -2.66271 0.58266 4.63425 0.0 0.0 0.0
C -1.78544 -1.89502 2.68554 0.0 0.0 0.1
C -1.95030 -2.59484 1.55868 -0.1 -0.4 0.2
Ge -1.31785 -1.61162 -0.00583 0.0 0.0 0.3
C -2.77516 -0.84194 -1.05244 -0.2 0.2 -0.1
C -3.85976 -1.77397 -1.59324 -0.1 -0.1 0.0
C 0.06892 -2.46278 -1.09444 0.2 -0.1 -0.1
C -0.25295 -3.83085 -1.70123 0.0 0.0 0.0
C -2.57877 -3.94838 1.51439 0.1 0.2 0.1
C -2.77311 -4.69245 2.68143 0.0 0.0 0.0
C -3.35715 -5.94570 2.64085 0.0 0.0 0.0
C -3.75783 -6.49393 1.42814 0.0 0.0 0.0
C -3.56142 -5.77735 0.25976 0.0 0.0 0.1
C -2.97318 -4.52053 0.31113 -0.1 -0.1 -0.2
H 1.60542 -1.45481 5.46590 0.0 0.0 0.0
H 0.06307 -2.09451 4.92070 0.0 0.0 0.0
H 0.15720 -0.47399 5.59807 0.0 0.0 0.0
H 1.54376 -1.30952 2.97052 0.0 0.0 0.0
H 1.50938 0.30966 3.63952 0.0 0.0 0.0
H -2.18901 1.83138 2.94408 0.0 0.0 0.0
H -0.90202 1.74726 4.11800 0.0 0.0 0.0
H -3.46337 0.02690 4.14373 0.0 0.0 0.0
H -3.12945 1.37766 5.21802 0.0 0.0 0.0
H -2.18613 -0.09927 5.33898 0.0 0.0 0.0
H -2.16681 -2.27586 3.63073 0.0 0.0 0.0
H -2.29647 -0.32143 -1.88069 0.0 0.0 0.0
H -3.22343 -0.07583 -0.41256 0.0 0.0 0.0
H -3.45078 -2.54622 -2.24710 0.0 0.0 0.0
H -4.58920 -1.21462 -2.18182 0.0 0.0 0.0
H -4.40599 -2.27349 -0.79398 0.0 0.0 0.0
H 0.97284 -2.52752 -0.48235 0.0 0.0 0.0
H 0.29963 -1.74801 -1.88733 0.0 0.0 -0.1
H -0.43018 -4.58502 -0.93615 0.0 0.0 0.0
H 0.58194 -4.17584 -2.31460 0.0 0.0 0.0
H -1.13302 -3.80037 -2.34594 0.0 0.0 0.0
H -2.45045 -4.29674 3.63470 0.0 0.0 0.0
H -3.49387 -6.50498 3.55673 0.0 0.0 0.0
H -4.21095 -7.47566 1.39750 0.0 0.0 0.0
H -3.86189 -6.19343 -0.69256 0.0 0.0 0.0
H -2.82869 -3.98620 -0.61785 0.0 0.1 0.0
```
Forces are in eV/Å.

=====

[6]
The following is a DFT calculation (ωB97M-V with the def2-TZVPD basis set) of C11H13NO6 in the gas phase.

HOMO energy ... -10.283 eV
Charge ... 0
LUMO ... -0.32 eV
SMILES ... COC(=O)/C=C/C(=O)OCCN1C(=O)CCC1=O
HOMO-LUMO gap ... 9.960 eV

Structure (XYZ):
```
31
Properties=species:S:1:pos:R:3:forces:R:3
C -4.63289 -1.53635 0.48606 -0.4 0.0 -0.1
O -3.35199 -0.94344 0.64137 0.4 -0.1 0.2
C -3.16793 0.25248 0.06289 -0.3 0.2 -0.2
O -4.00661 0.82918 -0.57916 0.0 0.0 0.0
C -1.80089 0.74047 0.34053 0.3 0.3 0.0
C -1.35357 1.89994 -0.13728 -0.4 -0.3 0.0
C 0.02149 2.39705 0.09055 0.1 0.0 0.1
O 0.48078 3.39256 -0.39792 0.0 0.0 -0.1
O 0.70135 1.59069 0.92793 -0.2 -0.2 0.1
C 2.09325 1.83863 1.08301 0.4 0.1 -0.1
C 2.85193 1.24796 -0.11257 -0.2 0.3 0.2
N 2.36966 -0.08979 -0.37485 0.3 0.3 0.0
C 1.39769 -0.34887 -1.32012 -0.1 -0.3 0.0
O 0.92778 0.47323 -2.05802 -0.1 0.2 -0.2
C 1.06150 -1.82161 -1.23915 -0.1 -0.1 -0.1
C 1.88694 -2.35566 -0.07375 0.0 -0.2 0.1
C 2.69349 -1.17222 0.41646 -0.1 -0.2 -0.2
O 3.47944 -1.13887 1.32440 0.2 0.0 0.2
H -4.76834 -2.20996 1.32818 0.0 0.0 0.0
H -4.67592 -2.08994 -0.45198 0.0 0.0 0.0
H -5.40504 -0.76522 0.47967 0.0 -0.1 0.0
H -1.19277 0.10010 0.96363 0.1 0.1 0.0
H -1.98157 2.52130 -0.76080 0.0 0.0 0.0
H 2.37547 1.33282 2.00909 0.0 0.1 -0.1
H 2.27914 2.91261 1.15741 0.0 -0.1 0.0
H 2.65447 1.84472 -1.00694 0.1 -0.1 0.1
H 3.92098 1.21348 0.10209 -0.1 0.0 0.0
H -0.01418 -1.93280 -1.10001 0.0 0.0 0.0
H 1.31782 -2.29586 -2.18749 0.0 0.1 0.0
H 2.56401 -3.15963 -0.36295 0.0 0.0 0.1
H 1.27448 -2.72697 0.74971 0.1 0.0 0.0
```
Forces are in eV/Å.

=====

In the order shown, the computed ΔE to the lowest compared entry with this formula, charge and spin values come out to 0.0; 0.0; 282.9; 14.3; 0.0; 8.3 kJ/mol.